1.
{"formula": "C40H45AsBrCrOS3", "method": "ωB97M-V/def2-TZVPD", "multiplicity": 5, "e_tot_ev": -236071.3695, "charge": -1, "relative_energy_ev": 0.093, "symbols": ["C", "H", "H", "H", "C", "H", "H", "C", "C", "C", "C", "H", "H", "H", "H", "H", "H", "H", "H", "C", "Cr", "C", "C", "C", "H", "H", "H", "H", "H", "S", "Br", "C", "C", "C", "C", "C", "C", "As", "H", "H", "H", "H", "H", "H", "C", "H", "H", "H", "C", "C", "C", "C", "H", "C", "H", "H", "H", "C", "C", "C", "C", "H", "C", "C", "S", "C", "C", "C", "H", "H", "C", "O", "C", "H", "C", "C", "H", "H", "C", "H", "H", "H", "C", "H", "H", "H", "C", "C", "C", "H", "S", "H"], "positions_angstrom": [[2.35954, -3.31942, -1.17630], [-0.12280, -2.58614, -6.58257], [-0.08452, 0.88379, 6.83833], [4.08969, -0.01085, -2.04149], [0.29567, -0.48126, -6.67307], [2.20330, 3.91769, 4.80449], [3.20780, -5.15992, -0.48537], [1.37303, 1.84459, -1.22814], [-3.73035, -6.25504, -0.68813], [-0.46055, 2.14355, 3.74052], [3.49727, 0.84512, -1.74351], [0.75325, 1.60393, -6.44429], [-3.71016, -0.10289, -4.39552], [1.42508, 3.88505, -0.57736], [3.88763, 4.06520, -0.76539], [-1.97523, -0.14664, -4.83379], [0.52959, 4.24635, 5.25379], [-2.67625, -5.61024, -2.44167], [0.30193, 1.74814, -1.09694], [3.29778, -4.34336, -1.19033], [-0.92548, -1.35080, -0.37549], [-1.99845, 3.79639, 1.62403], [-4.04318, -5.95159, 0.63199], [-2.30555, 2.14137, -3.09280], [-4.10820, -7.15885, -1.15154], [2.78276, 1.95907, 7.09092], [-2.46417, 1.70758, -0.00720], [0.31689, -2.76068, -4.16591], [-3.30578, 2.45072, -3.39744], [-2.30300, 0.43390, -2.51839], [1.88620, -1.11827, 1.50304], [0.70802, 1.65718, 4.32102], [0.89453, 0.23125, 2.40689], [0.66511, 0.64414, -5.94955], [4.33226, -4.32700, -2.11364], [-2.73485, -3.90491, 0.48899], [-3.30607, 2.39630, 3.23849], [1.10186, -0.87640, -2.02228], [2.35062, 0.46248, 6.25872], [-3.99486, 2.13973, 0.76746], [5.06108, -5.12813, -2.12593], [-4.67032, -6.61585, 1.21523], [-2.68519, -1.45528, -3.85638], [-1.98055, 2.77043, -2.26413], [-2.30573, 2.35915, 2.07007], [-1.29834, 3.78988, 0.78448], [1.76603, 4.12113, 6.51141], [-0.83467, 2.43554, 6.47020], [0.92646, 0.54401, -4.58814], [-0.99032, 1.70432, 2.53384], [-2.92830, -5.38783, -1.41113], [2.45869, -2.26844, -2.08181], [3.28918, 1.70425, 5.41756], [1.18194, 2.20416, 5.66621], [3.55090, -1.47130, -3.75347], [-4.24592, 2.83863, 2.89878], [-3.78690, -4.54657, 2.23109], [2.00870, 3.03917, -0.91955], [1.43397, 3.71399, 5.55192], [2.47809, 1.53887, 6.12943], [-0.26965, 0.72719, 1.78841], [-2.95394, 2.98561, 4.08573], [2.11481, 0.74245, -1.64867], [0.43562, -1.80709, -4.66885], [-2.14341, -2.45942, 1.30265], [-3.54837, -4.79155, 1.20274], [-2.42429, -4.21345, -0.84801], [0.82166, -0.68294, -3.94289], [-3.51293, 1.38383, 3.58947], [0.09354, -0.40322, -7.73416], [-2.71026, -0.38569, -4.06467], [-0.62445, 0.33779, 0.59690], [-3.02704, 1.65066, 0.91846], [5.22279, -3.28251, -3.76631], [4.42513, -3.29029, -3.03360], [0.10767, 1.95309, 6.73361], [-0.99988, 2.91835, 4.27271], [-2.91491, 4.30035, 1.30258], [3.38928, 3.13810, -1.02082], [0.43071, 2.34486, 7.70265], [2.28558, 0.21560, 4.00728], [-1.54916, 4.37927, 2.43151], [3.48874, -2.26706, -3.01964], [5.21102, 2.10761, -1.49639], [1.21784, 1.42614, -4.03019], [-3.20204, 0.59493, 1.12875], [4.13199, 2.03968, -1.43026], [1.37919, 0.66359, 3.62598], [0.17862, -1.70581, -6.02857], [-1.61111, 2.26651, -3.92545], [-1.41166, -3.16116, -1.84136], [1.52974, -3.35482, -0.47986]], "lowdin_charge": [-0.136, 0.103, 0.090, 0.086, -0.106, 0.088, 0.105, -0.114, -0.134, -0.007, -0.094, 0.098, 0.037, 0.100, 0.096, 0.019, 0.074, 0.085, 0.081, -0.076, -0.028, -0.045, -0.132, -0.394, 0.084, 0.079, 0.033, 0.079, 0.034, 0.748, 0.834, -0.187, -0.534, -0.098, -0.096, -0.698, -0.057, 1.282, 0.085, 0.085, 0.096, 0.085, 0.002, 0.022, -0.521, 0.078, 0.078, 0.074, -0.108, -0.074, -0.156, -0.371, 0.085, -0.562, 0.104, 0.079, 0.086, -0.074, -0.054, -0.075, -0.389, 0.065, -0.378, -0.122, 0.572, -0.154, -0.680, -0.375, 0.096, 0.096, -0.392, -0.336, -0.059, 0.097, -0.092, -0.052, 0.094, 0.081, -0.095, 0.078, 0.086, 0.076, -0.123, 0.097, 0.097, 0.078, -0.089, -0.093, -0.088, 0.027, 0.552, 0.066]}

2.
{"formula": "C40H45AsFIrN2O7P3", "method": "ωB97M-V/def2-TZVPD", "multiplicity": 2, "e_tot_ev": -153774.6658, "charge": 2, "relative_energy_ev": 1.299, "symbols": ["C", "H", "H", "C", "F", "C", "H", "H", "H", "C", "H", "Ir", "C", "H", "C", "H", "H", "H", "O", "P", "H", "H", "C", "C", "H", "C", "H", "C", "C", "P", "H", "C", "H", "H", "N", "C", "H", "C", "C", "H", "H", "H", "H", "C", "O", "H", "C", "H", "H", "C", "N", "C", "H", "C", "C", "H", "H", "C", "H", "C", "H", "O", "H", "C", "H", "C", "C", "C", "C", "H", "H", "H", "O", "O", "H", "H", "H", "C", "H", "C", "H", "H", "O", "C", "C", "H", "As", "H", "P", "H", "C", "C", "C", "C", "H", "C", "C", "O", "C", "C"], "positions_angstrom": [[-2.04977, -2.35720, 5.16777], [-0.79875, -1.84254, -5.12703], [3.92159, 1.58954, 3.64816], [4.60821, -0.89386, -2.71445], [9.87836, -1.90302, -3.21012], [0.12825, 4.04460, -0.24789], [3.51548, -3.26025, 0.69512], [-1.12228, -3.22140, 6.90070], [4.51659, -2.37572, -0.44491], [3.51251, -2.43979, -0.02056], [0.97863, 2.27039, -1.09380], [1.15764, -0.43057, -1.49739], [-1.81760, 2.37882, 0.81680], [3.87290, -1.68482, -2.84409], [-2.30385, -0.51776, -0.65959], [-2.89374, -2.45748, 8.44659], [-6.13253, 3.90016, 3.30467], [2.25694, 1.14582, 4.00165], [0.72861, 0.99064, -6.25759], [-0.89864, 0.85325, -4.12794], [8.10235, -3.73842, -3.38669], [0.36954, -1.80309, -6.44912], [-0.89906, 4.58188, 0.51526], [-2.59663, -1.87748, -0.62483], [-5.00686, -0.71395, 5.16029], [-4.05115, -1.53115, 6.89469], [8.96348, 0.45438, -2.80959], [5.92928, -1.14231, -2.83406], [-1.27176, -0.33802, 2.73114], [1.70315, -0.31037, -4.24538], [4.23183, 0.11401, -2.54661], [3.56465, -0.67400, 1.89721], [-6.84541, 2.15316, 1.70905], [0.87370, 4.69327, -0.69107], [2.30034, -0.27798, 0.09684], [-3.72610, 1.59401, 3.91687], [-5.16069, 0.60209, -2.09359], [6.89050, -0.07345, -2.72136], [6.39326, -2.48779, -3.06879], [-0.94215, 5.64818, 0.69661], [6.54124, 0.93536, -2.53284], [3.11802, 0.28032, -5.78042], [0.27091, 2.61986, -4.53265], [8.21413, -0.32403, -2.85586], [-0.60232, 2.39101, -4.18344], [-1.28454, 0.74485, 2.85227], [-4.73439, -1.45559, -1.62932], [5.66822, -3.29092, -3.14209], [-2.90791, 0.10409, -4.33067], [8.60775, -1.65900, -3.08662], [2.18034, 0.73454, 0.98414], [-5.96692, 2.00061, 2.32386], [2.58976, 2.48956, 2.90411], [-0.76320, 1.81849, 0.09326], [-4.11295, 0.60907, 3.00388], [-2.70239, 4.15532, 1.60480], [-4.15030, 3.52608, 4.74467], [-4.44963, 2.77201, 4.02641], [-4.84478, -1.22110, 7.56318], [-5.24190, 0.81533, 2.21899], [-2.60857, 1.75631, 1.20847], [-2.36481, 0.80665, -4.71712], [-5.68067, -1.82005, -2.00890], [-0.42903, -0.75772, 1.51979], [-0.55347, -1.83220, 1.34312], [-4.44111, -0.09566, -1.68145], [-1.87809, 3.74700, 1.03518], [3.14469, -1.15442, 0.65063], [-5.56865, 2.97895, 3.22206], [-1.28863, -2.74119, 4.49474], [-5.55845, 0.04501, 1.52245], [-0.78558, -0.75168, 3.61374], [2.94509, -0.49529, -5.22769], [1.86351, 0.90561, -3.34567], [-2.99077, 1.42655, -1.28670], [2.80534, -2.66974, -0.81865], [-4.02999, -3.40475, -1.07098], [-3.81035, -2.34588, -1.10293], [0.61770, -0.61862, 1.75747], [2.92645, 1.50146, 3.21736], [-2.86827, 1.43274, 4.56031], [-1.86335, -2.58838, -0.26269], [-0.84218, 0.20742, -2.78149], [2.93296, 0.53981, 2.07591], [-2.95765, -2.22556, 7.39090], [-1.17765, -0.93441, -6.59660], [-3.12988, -1.05437, 2.79448], [1.64141, 1.55586, 0.73889], [-0.66417, 0.00865, -0.12936], [0.17981, 0.96425, -7.05159], [0.25433, 0.03094, -5.30523], [0.19547, 2.67280, -0.45759], [-3.22608, 0.37322, -1.20760], [-3.11183, -1.60596, 4.67202], [4.25286, -1.15032, 2.57688], [-0.37523, -1.21480, -5.91284], [-4.13682, -1.23689, 5.53832], [1.51750, -1.56593, -3.42460], [7.71639, -2.74635, -3.19531], [-1.96221, -2.65073, 6.52368]], "lowdin_charge": [-0.139, 0.096, 0.094, 0.189, 0.190, -0.058, 0.098, 0.105, 0.070, -0.015, 0.076, 1.069, -0.085, 0.076, -0.377, 0.108, 0.109, 0.096, -0.049, 0.500, 0.145, 0.100, -0.050, -0.118, 0.102, -0.071, 0.144, -0.245, -0.387, 0.285, 0.097, 0.042, 0.107, 0.113, -0.193, -0.126, 0.116, 0.048, 0.048, 0.116, 0.142, 0.102, 0.098, 0.052, -0.062, 0.051, -0.059, 0.145, 0.101, -0.189, 0.037, -0.075, 0.089, -0.340, -0.456, 0.113, 0.109, -0.078, 0.110, -0.128, 0.086, -0.066, 0.114, -0.368, 0.076, -0.070, -0.037, -0.309, -0.077, 0.094, 0.091, 0.053, -0.094, -0.392, 0.112, 0.064, 0.115, -0.063, 0.043, 0.014, 0.110, 0.103, -0.384, -0.271, -0.081, 0.096, 1.323, 0.118, 0.964, 0.121, -0.580, -0.136, -0.101, -0.413, 0.129, -0.043, -0.112, -0.385, 0.054, -0.083]}